No. 1
{"formula": "C4H5BrNO2", "method": "ωB97M-V/def2-TZVPD", "elements": ["C", "C", "C", "C", "N", "O", "O", "Br", "H", "H", "H", "H", "H"], "xyz": [[0.3902, -0.7674, -1.3681], [-0.1954, 0.0164, -2.1684], [-0.0385, -1.3937, 2.3403], [-0.3737, 2.1561, -0.4467], [-0.5147, 1.9211, -1.6254], [-0.8396, -2.2318, 2.1297], [0.6080, -0.5351, 1.8586], [0.4766, -1.7155, 4.5435], [0.6035, -1.8451, -1.8004], [0.5832, -0.5003, -0.3565], [-0.2723, 0.0871, -3.2318], [-0.5437, 3.1625, -0.1982], [0.1162, 1.6457, 0.3234]], "forces_ev_per_angstrom": [[0.941, -4.016, -0.083], [-0.719, 6.123, -0.545], [-0.401, -0.892, -0.188], [1.045, 0.913, 1.688], [-0.610, -4.591, -4.828], [-1.021, -0.805, -0.247], [1.124, 1.541, -0.113], [0.325, 0.209, 0.564], [-0.154, 2.119, 1.261], [0.204, -0.260, 0.891], [-0.564, -0.276, -0.259], [-0.546, 1.741, 0.617], [0.377, -1.806, 1.241]], "gap_ha": 0.308, "total_energy_ev": -79855.4585, "total_charge": -1, "homo_energy_ev": -4.77, "e_above_lowest_ev": 2.981}

---

No. 2
{"formula": "C4H5N3", "method": "ωB97M-V/def2-TZVPD", "elements": ["H", "N", "C", "N", "N", "C", "C", "C", "H", "H", "H", "H"], "xyz": [[0.6490, 0.9026, 2.5380], [0.2538, 1.4011, 1.6195], [0.0109, 0.7351, 0.5940], [-0.7643, 1.3659, -0.3829], [-0.7881, 0.9545, -1.6853], [-0.4351, -0.3493, -1.4190], [0.0580, -0.5565, -0.1198], [0.7405, -1.5798, 0.2493], [-0.8748, 2.2965, -0.0941], [-0.7269, -1.1594, -2.2349], [0.8565, -2.4240, -0.3297], [1.0203, -1.5866, 1.2650]], "forces_ev_per_angstrom": [[-0.953, 1.018, -3.097], [1.711, -0.851, 4.325], [-2.603, -0.764, -2.572], [0.518, 3.304, 1.325], [0.538, -5.366, 2.720], [-2.422, 1.467, -6.125], [0.780, 0.604, 0.540], [0.245, -1.079, 1.868], [-0.445, 1.887, -0.705], [1.338, 1.814, 1.867], [0.324, -1.739, -1.139], [0.969, -0.296, 0.991]], "gap_ha": 0.285, "total_energy_ev": -8695.6755, "total_charge": 0, "smiles": "[H]/N=C1/NN=CC1=C", "homo_energy_ev": -8.25, "e_above_lowest_ev": 4.137}

---

No. 3
{"formula": "CH6N3O", "method": "ωB97M-V/def2-TZVPD", "elements": ["C", "N", "N", "N", "O", "H", "H", "H", "H", "H", "H"], "xyz": [[2.0845, -0.2084, -0.4275], [-2.8984, -0.2036, 0.2037], [-1.6405, -0.3870, 0.4774], [-0.5905, 0.3286, 0.4405], [-0.7789, 1.5575, 0.0255], [1.6839, -1.2928, -0.3217], [3.1147, -0.0275, -0.4743], [1.7188, 0.3219, 0.4388], [1.5847, 0.4336, -1.2399], [-2.9522, 0.8110, 0.1604], [-1.3260, -1.3334, 0.7170]], "forces_ev_per_angstrom": [[-2.795, 0.158, -0.535], [-1.206, 0.603, -0.092], [1.587, -2.102, 0.572], [0.243, 1.709, -0.435], [-0.178, -0.756, 0.449], [1.022, 1.932, -0.614], [1.765, -0.505, -0.261], [-0.081, -0.090, 0.434], [0.538, -1.527, 0.854], [-0.217, 0.224, -0.338], [-0.678, 0.355, -0.035]], "gap_ha": 0.228, "total_energy_ev": -7648.9221, "total_charge": -1, "homo_energy_ev": -1.91, "e_above_lowest_ev": 0.610}

---

No. 4
{"formula": "C3H3FN2", "method": "ωB97M-V/def2-TZVPD", "elements": ["H", "N", "C", "N", "F", "C", "C", "H", "H"], "xyz": [[-2.2959, -0.5033, -1.3832], [-1.7584, -0.0168, -0.7069], [-0.8138, -0.8333, -0.3987], [0.2346, -0.3753, 0.2891], [0.8929, -1.3604, 1.1599], [0.8038, 0.8039, 0.4111], [1.5781, 1.7459, 0.3921], [-0.8634, -1.9007, -0.6307], [2.2220, 2.4400, 0.8673]], "forces_ev_per_angstrom": [[-1.202, -0.366, -0.650], [1.835, -0.215, 0.308], [-2.733, 0.117, -0.529], [2.149, -0.913, 2.066], [-0.924, 0.936, -1.348], [1.049, 1.169, -0.589], [-0.747, -1.570, 0.928], [0.605, 0.151, 0.163], [-0.032, 0.692, -0.350]], "gap_ha": 0.340, "total_energy_ev": -8851.8388, "total_charge": 0, "smiles": "[H]/N=C/N(F)C#C", "homo_energy_ev": -9.26, "e_above_lowest_ev": 5.240}

---

No. 5
{"formula": "CH3ClOSi", "method": "ωB97M-V/def2-TZVPD", "elements": ["C", "O", "Si", "Cl", "H", "H", "H"], "xyz": [[-1.3145, 0.6654, -0.1637], [-0.1097, 0.1218, -0.0589], [1.1391, -0.8992, -0.2323], [2.8481, 0.1152, 0.1646], [-2.1001, 0.0623, -0.1520], [-1.5437, 1.7155, -0.3509], [1.0809, -1.7810, 0.7933]], "forces_ev_per_angstrom": [[2.510, 2.128, -0.098], [-0.760, 1.084, 0.030], [-0.068, 1.365, -2.397], [0.705, 0.499, 0.045], [-3.142, -2.847, 0.143], [1.092, -0.141, 0.035], [-0.338, -2.089, 2.241]], "gap_ha": [0.313, 0.254], "total_energy_ev": -23531.4086, "total_charge": 0, "homo_energy_ev": [-8.13, -7.90], "e_above_lowest_ev": 2.004}

---

No. 6
{"formula": "C5H35N2O11", "method": "ωB97M-V/def2-TZVPD", "elements": ["C", "C", "C", "C", "C", "N", "N", "H", "H", "H", "H", "H", "H", "H", "H", "H", "H", "H", "H", "H", "H", "H", "O", "H", "H", "O", "H", "H", "O", "H", "H", "O", "H", "H", "O", "H", "H", "O", "H", "H", "O", "H", "H", "O", "H", "H", "O", "H", "H", "O", "H", "H", "O"], "xyz": [[0.9834, 1.5413, 1.7979], [0.2954, 0.6049, 0.8148], [-0.9336, 1.1790, 0.1550], [-1.5820, 0.2754, -0.8420], [-2.8717, -0.0556, -0.7782], [-0.7645, -0.0164, -1.9197], [0.0246, -0.7060, 1.5385], [0.4351, 1.9017, 2.6665], [1.9185, 1.1039, 2.1355], [1.2699, 2.4239, 1.2158], [1.0709, 0.3311, 0.1102], [-0.6626, 2.1135, -0.3595], [-1.6404, 1.5545, 0.8978], [-3.5340, 0.1864, 0.0461], [-3.3677, -0.7686, -1.4212], [0.1959, 0.2608, -1.8593], [-0.8319, -0.8528, -2.4853], [0.9306, -1.1389, 1.6721], [-0.6786, -1.3027, 1.0704], [-0.3395, -0.5459, 2.4960], [1.2803, 1.4850, -3.7940], [2.7318, 2.1693, -3.5437], [2.2202, 1.3615, -3.5450], [-0.6601, -3.4399, -2.8599], [-0.4059, -3.3567, -1.3777], [-0.2092, -2.8891, -2.2073], [-1.5764, 0.6371, 3.9480], [-1.0746, -0.5985, 4.7441], [-0.7824, 0.0912, 4.1331], [3.7752, -1.1056, 0.8973], [3.2119, -1.1278, -0.4462], [2.9712, -1.4092, 0.4544], [3.1864, 0.8326, -1.3579], [3.9706, 1.9831, -0.6632], [4.0108, 1.0502, -0.8962], [1.4079, -1.6384, -2.3258], [2.0972, -0.3254, -2.7460], [1.9544, -0.9122, -1.9840], [-1.9102, -3.3855, 0.6052], [-0.3233, -3.5925, 0.8661], [-1.0177, -3.1000, 0.3774], [2.0289, -2.9467, 0.8965], [1.8294, -3.9002, 2.1321], [1.3759, -3.2968, 1.5360], [-4.0369, 0.6448, 3.4891], [-3.4006, 1.8141, 2.7805], [-3.2043, 0.9066, 3.0690], [-0.9892, 1.5714, -3.2019], [-0.7825, 1.8733, -4.6803], [-0.3979, 2.0529, -3.8165], [-2.3200, 4.5036, 2.0030], [-3.4375, 4.1045, 1.0528], [-3.0298, 3.8630, 1.8932]], "forces_ev_per_angstrom": [[0.357, 0.686, -0.564], [0.336, -0.380, 1.132], [-0.289, 0.840, 0.189], [-0.644, 0.075, -0.420], [-0.751, -0.740, 0.667], [0.092, 0.396, -0.659], [-0.674, 1.316, 0.055], [-0.347, -0.348, -0.104], [0.083, -0.165, 0.169], [0.023, 0.069, 0.088], [-0.107, -0.046, -0.472], [0.401, -0.199, -0.064], [-0.144, -0.483, 0.089], [0.551, 0.333, 0.241], [0.362, 0.083, -0.623], [0.237, -0.086, 0.397], [-0.520, -0.149, 0.623], [0.113, -0.890, -0.272], [0.634, -0.419, -0.258], [-0.115, 0.330, 0.121], [0.275, 0.842, 0.156], [-0.330, 0.276, -0.189], [0.080, -1.008, 0.116], [0.194, 0.099, -0.176], [-0.102, 0.495, 0.462], [-0.023, -0.473, -0.665], [0.023, -0.416, 0.058], [-0.036, 0.061, -0.047], [0.039, 0.184, -0.007], [-0.164, -0.170, 0.562], [-0.813, -0.290, -0.174], [0.952, 0.414, -0.181], [0.165, 0.312, 0.034], [-0.135, -0.070, -0.059], [-0.014, -0.141, -0.009], [-0.023, -0.232, 0.346], [0.256, 0.035, 0.005], [0.134, 0.059, -0.558], [0.068, -0.321, 0.271], [-0.427, 0.082, 0.213], [0.181, 0.163, -0.335], [0.066, -0.102, 0.337], [0.149, -0.057, -0.019], [-0.095, -0.053, -0.132], [0.211, -0.258, 0.019], [0.298, 0.058, -0.096], [-0.492, 0.462, -0.023], [0.449, -0.125, 0.049], [-0.013, 0.150, -0.138], [-0.438, -0.034, -0.196], [0.075, -0.006, 0.115], [-0.041, -0.088, 0.040], [-0.066, -0.072, -0.114]], "gap_ha": [0.080, 0.307], "total_energy_ev": -31254.2067, "multiplicity": 2, "total_charge": 0, "homo_energy_ev": [-1.93, -8.25], "s_squared": 0.750, "e_above_lowest_ev": 0.000}